A molecular structure, CH3NO3P in a non-equilibrium geometry, computed with the ωB97M-V functional and the def2-TZVPD basis.

Summary:
**E_LUMO**: 4.23 eV
**E_tot**: -18007.136 eV
**M**: 108.01 g/mol
**Kohn-Sham gap**: 7.727 eV
**HOMO energy**: -3.5 eV
**Total charge**: -1

Geometry as XYZ:
```
9
Properties=species:S:1:pos:R:3:forces:R:3:nbo_charge:R:1
P -0.79087 -1.63213 0.31115 -0.38 0.93 2.69 1.507
O -1.02424 -0.66049 -1.01053 0.09 -1.15 -1.18 -1.074
O -0.15618 2.06120 0.11246 1.28 1.46 -0.76 -0.685
O -0.16592 -2.98745 0.33644 0.11 1.10 -1.67 -1.103
N 0.85664 0.03439 0.78702 1.56 4.44 -2.76 -1.037
C 0.71819 1.23936 -0.18762 -3.25 -5.36 4.52 0.442
H 0.87918 0.93001 -1.16714 1.27 0.34 -2.32 0.111
H 0.83542 0.76142 1.51398 -0.67 -1.39 1.37 0.325
H -1.15221 0.25368 -0.69575 -0.01 -0.38 0.11 0.513
```
Forces are in eV/Å.

2 unconnected molecules or ions with the total composition CH3NO3PS in a non-equilibrium geometry, computed with the ωB97M-V functional and the def2-TZVPD basis.

Summary:
**E_LUMO (spin up / spin down)**: -9.39 / -9.41 eV
**E_tot**: -28831.835 eV
**M**: 140.08 g/mol
**Kohn-Sham gap (spin up / spin down)**: 5.926 / 5.846 eV
**HOMO energy (spin up / spin down)**: -15.3 / -15.3 eV
**Total charge**: +1

Geometry as XYZ:
```
10
Properties=species:S:1:pos:R:3:forces:R:3:nbo_charge:R:1
S -1.95053 -1.88731 -0.21044 -1.71 2.10 0.66 0.250
P -0.48758 -0.47833 -0.06106 -1.28 2.65 0.79 2.188
O 0.78891 -1.29545 -0.14556 -0.90 -0.42 0.84 -0.986
O -0.58392 0.41835 1.24362 0.83 -0.59 -2.24 -0.947
O -0.61473 0.56238 -1.21158 1.84 -1.35 0.26 -0.968
N -3.25553 0.32861 0.16196 3.74 -7.22 -0.35 -0.622
C -3.75586 1.34540 0.11128 -2.41 4.65 -0.20 0.369
H 1.60527 -1.29987 -0.61773 1.02 0.40 -0.82 0.588
H -1.38184 1.10419 -1.36708 -0.85 0.42 0.20 0.570
H -0.85790 0.12957 2.10404 -0.28 -0.64 0.85 0.557
```
Forces are in eV/Å.

A single CH3NO3S molecule in a non-equilibrium geometry, computed with the ωB97M-V functional and the def2-TZVPD basis.

Summary:
**E_LUMO (spin up / spin down)**: -1.58 / -1.58 eV
**E_tot**: -19550.653 eV
**M**: 109.11 g/mol
**Kohn-Sham gap (spin up / spin down)**: 8.931 / 8.931 eV
**HOMO energy (spin up / spin down)**: -10.5 / -10.5 eV
**Total charge**: 0

Geometry as XYZ:
```
9
Properties=species:S:1:pos:R:3:forces:R:3:nbo_charge:R:1
S -1.36829 0.22401 0.30196 -2.03 -4.70 4.68 1.755
O -1.90124 0.95895 -0.71754 -2.22 2.61 -4.28 -0.843
O -1.68245 -1.21326 0.46008 -0.13 2.27 -0.50 -0.886
O 1.02194 1.27218 0.51390 -1.07 -2.59 1.91 -0.688
N 0.85159 -0.59210 -0.87062 -0.62 -0.74 -0.06 -0.617
C 0.64961 -0.07299 0.27564 4.23 0.63 0.82 0.190
H 1.40999 1.61929 -0.25125 0.94 0.72 -2.14 0.489
H 0.52465 -1.59153 -0.96109 0.53 1.37 0.49 0.378
H 0.49421 -0.60457 1.24890 0.37 0.42 -0.92 0.222
```
Forces are in eV/Å.